1.
Formula: C5H7FO2
Source: the OMol25 dataset
Level of theory: ωB97M-V/def2-TZVPD

## Properties
Relative energy (zero: lowest compared OMol25 entry of this formula, charge and spin) ... 1.790 eV
HOMO level ... -9.66 eV

Each line ends with the natural charge from an NBO analysis.
Element x y z (Å)
C -0.38064 2.00024 0.69008  -0.100
C 0.27850 0.79835 0.02978  -0.285
C -0.05540 -0.44157 0.47087  0.387
C 0.58679 -1.68902 0.10889  -0.037
C 0.55061 -2.22045 -1.26503  -0.087
H -1.51674 3.42724 0.08501  0.466
H -0.81325 1.83442 1.70116  0.182
H 0.41406 2.73624 0.80967  0.165
H 1.04509 0.89990 -0.78547  0.226
H 1.35003 -2.06153 0.80679  0.199
H 1.28082 -2.91042 -1.59710  0.192
H -0.01314 -1.54986 -1.91079  0.192
O -1.37788 2.49013 -0.18733  -0.711
O -0.27220 -2.71593 -0.28310  -0.468
F -1.07664 -0.59771 1.32656  -0.321

Force components x, y, z for each atom (eV/Å):
0.61 -0.23 -0.31
-0.46 -1.50 0.97
0.31 2.63 -1.10
1.16 -1.16 0.60
-0.44 1.62 -0.13
-0.13 -1.02 -0.51
0.38 -0.47 -0.66
0.08 0.28 0.07
-0.89 0.01 1.12
-0.06 0.35 -0.31
0.77 -0.26 -0.64
0.56 -0.33 -0.70
-0.29 1.50 0.27
-1.73 -1.35 0.98
0.13 -0.06 0.37


2.
Formula: C10H14N2O3S
Source: the OMol25 dataset
Level of theory: ωB97M-V/def2-TZVPD

## Properties
Relative energy (zero: lowest compared OMol25 entry of this formula, charge and spin) ... 0.000 eV
HOMO level ... -8.61 eV

Each line ends with the natural charge from an NBO analysis.
Element x y z (Å)
C 3.18681 -1.80345 -3.58801  -0.598
H 4.02618 -2.30923 -4.05765  0.216
C 3.16883 -2.08987 -2.09118  -0.413
C 1.99754 -1.38681 -1.42652  -0.490
H 2.06025 -0.30506 -1.53575  0.229
H 1.04228 -1.73040 -1.82065  0.230
S 1.98399 -1.73719 0.36680  0.252
C 0.55127 -0.85465 0.82774  0.320
N -0.12600 -0.21855 -0.06837  -0.553
C -1.23106 0.46963 0.32734  0.286
C -1.64672 0.49999 1.62800  -0.200
C -0.90825 -0.22002 2.64342  0.647
O -1.17753 -0.29609 3.82362  -0.619
N 0.21443 -0.88768 2.13663  -0.591
H 0.78007 -1.40414 2.80061  0.427
C -2.84349 1.27575 2.08930  -0.546
C -2.61359 2.76877 2.05354  0.802
O -3.45083 3.59197 1.79980  -0.595
O -1.35185 3.09432 2.35628  -0.687
H -1.24659 4.05866 2.37681  0.500
H -3.73641 1.04972 1.50451  0.243
H -3.02441 1.00668 3.13544  0.281
C -1.95902 1.17681 -0.76890  -0.660
H -1.40379 1.07417 -1.69629  0.237
H -2.08185 2.23158 -0.53271  0.230
H -2.95177 0.74739 -0.89754  0.231
H 4.10163 -1.74846 -1.63800  0.205
H 3.08984 -3.16548 -1.92134  0.205
H 3.28115 -0.73576 -3.77186  0.205
H 2.26887 -2.15260 -4.05507  0.205

Force components x, y, z for each atom (eV/Å):
0.03 -0.06 0.22
0.05 -0.02 -0.11
-0.06 0.02 0.09
-0.08 -0.02 0.35
-0.06 -0.04 -0.09
0.04 0.09 -0.07
0.30 -0.18 -0.16
-0.02 0.05 -0.26
0.33 -0.15 -0.27
-0.25 -0.06 0.63
-0.09 -0.05 -0.19
0.06 -0.03 -0.33
-0.04 0.01 0.33
0.09 -0.05 0.04
-0.13 0.09 -0.04
0.20 -0.03 0.01
-0.41 0.14 -0.07
-0.14 0.08 -0.03
0.66 0.00 0.21
-0.31 -0.13 -0.08
0.03 0.12 0.08
-0.08 0.04 -0.10
-0.01 0.01 0.08
-0.01 0.02 -0.02
-0.07 0.13 -0.04
-0.11 0.02 -0.04
0.04 -0.07 0.02
0.07 -0.02 0.03
0.01 0.10 -0.08
-0.08 -0.02 -0.10


3.
Formula: C12H26O4
Source: the OMol25 dataset
Level of theory: ωB97M-V/def2-TZVPD

## Properties
HOMO level ... -9.03 eV

Each line ends with the natural charge from an NBO analysis.
Element x y z (Å)
O 0.20496 -0.74673 -0.89934  -0.271
O -0.65869 1.13540 -0.10155  -0.280
O -0.71034 -1.82289 -1.09982  -0.295
O -0.76864 2.12458 0.95873  -0.329
C 1.95845 -0.90487 1.96116  -0.627
C -0.99279 -0.90023 1.37207  -0.672
C -0.39999 -2.96505 -3.20510  -0.632
C 1.12125 -3.43422 -1.43224  -0.630
C -1.27798 -4.09970 -1.27655  -0.607
C 1.05587 3.68914 1.09992  -0.630
C -1.40769 4.23811 1.67231  -0.631
C -0.57830 3.92629 -0.66453  -0.647
C 1.33646 0.23186 1.13504  -0.449
C -0.05825 -0.10257 0.42331  0.537
C -0.28033 -3.02836 -1.75873  0.216
C -0.38294 3.53344 0.76937  0.235
H 3.06664 -0.78585 2.10029  0.224
H 1.63574 -1.84107 1.42161  0.212
H 1.51219 -0.80558 2.97432  0.208
H -1.43878 -0.27764 2.10784  0.233
H -1.84975 -1.35228 0.87279  0.243
H -0.45351 -1.58585 1.90335  0.212
H 0.20318 -2.13170 -3.57662  0.217
H 0.03953 -3.82593 -3.77065  0.218
H -1.49344 -2.82435 -3.50765  0.217
H 1.39061 -3.48091 -0.36760  0.214
H 1.74637 -2.71004 -1.91455  0.221
H 1.35659 -4.47385 -1.87571  0.216
H -1.41735 -4.87365 -2.02196  0.213
H -2.21094 -3.67792 -0.97641  0.225
H -0.74411 -4.50328 -0.44422  0.206
H 1.62529 3.15163 0.34607  0.223
H 1.36658 4.78977 1.16891  0.219
H 1.15144 3.24996 2.10141  0.211
H -1.04681 4.28668 2.68906  0.214
H -1.53471 5.32216 1.55950  0.220
H -2.44439 3.86162 1.50549  0.238
H -1.40684 3.42567 -1.08254  0.229
H -0.61618 4.97868 -0.99608  0.222
H 0.22168 3.48603 -1.27799  0.213
H 2.09167 0.63498 0.36330  0.214
H 1.08821 1.08852 1.74396  0.228

Force components x, y, z for each atom (eV/Å):
0.67 -0.05 1.34
0.69 0.37 0.15
-1.59 -0.10 0.38
-0.70 -0.70 1.18
-0.58 0.21 -0.13
-1.01 1.74 -2.34
-0.86 1.04 -3.38
1.07 -1.55 0.05
1.21 0.48 0.34
0.46 1.31 1.53
-0.32 0.71 0.06
0.88 -0.13 -1.87
0.16 0.60 -2.00
0.88 0.11 -0.34
-0.05 -1.16 1.11
-1.19 0.32 -1.57
-1.07 -0.33 -0.48
0.91 0.53 1.04
0.25 -0.73 -0.55
-0.08 1.20 0.56
0.39 -0.08 -0.24
1.37 -2.12 1.06
-0.32 0.30 -0.14
-0.63 0.31 0.85
1.52 -0.11 0.19
-0.36 0.13 -0.20
0.82 0.27 -0.15
-0.46 1.63 0.61
-0.02 -0.01 -0.15
-0.68 0.28 0.14
-0.39 -0.77 0.96
0.32 0.08 0.24
-0.39 -1.51 -0.29
0.64 0.10 -0.18
-0.36 -1.03 0.71
0.51 -0.02 -1.06
1.00 -0.21 0.54
-1.51 -0.35 -0.27
-0.02 -0.24 0.96
0.12 0.13 0.25
-1.34 -0.74 0.79
0.08 0.10 0.31


4.
Formula: C17H31ClMgN4O5
Source: the OMol25 dataset
Level of theory: ωB97M-V/def2-TZVPD

## Properties
Relative energy (zero: lowest compared OMol25 entry of this formula, charge and spin) ... 0.000 eV
HOMO level ... -7.50 eV

Each line ends with the natural charge from an NBO analysis.
Element x y z (Å)
Mg -0.88875 -0.21493 -0.64417  1.757
Cl 1.35353 -2.21659 1.25048  2.581
O 0.90832 -3.20954 2.15659  -0.826
O 2.05022 -1.16711 1.94997  -0.871
O 2.20794 -2.78980 0.24379  -0.865
O 0.18518 -1.63328 0.60034  -0.965
C -3.74938 0.44442 0.79735  -0.188
O -2.58674 0.10354 0.17846  -1.096
H -3.57642 0.96681 1.76822  0.106
H -4.38013 1.10386 0.17799  0.129
H -4.36833 -0.43310 1.06535  0.131
C -0.33416 5.96455 -0.42108  -0.605
C -1.01814 4.64583 -0.71439  -0.382
C -0.42451 3.97966 -1.96318  -0.518
C -0.81353 2.58184 -2.06013  0.411
N -1.07152 1.47119 -2.11770  -0.441
H 0.73172 5.78229 -0.23715  0.204
H -0.75547 6.44830 0.45379  0.223
H -0.35456 6.60998 -1.30074  0.204
H -2.09111 4.79601 -0.86425  0.211
H -0.94029 3.94340 0.11690  0.222
H 0.66938 3.96351 -1.87638  0.250
H -0.66336 4.52267 -2.87594  0.251
C -0.58239 -5.48243 -2.43471  -0.618
C -1.90643 -5.03726 -3.06408  -0.383
C -1.80930 -3.67564 -3.75187  -0.510
C -1.59780 -2.59165 -2.78665  0.419
N -1.38424 -1.75777 -2.04056  -0.460
H 0.11473 -5.83258 -3.19395  0.207
H -0.76292 -6.29292 -1.72993  0.225
H -0.12428 -4.67466 -1.85927  0.225
H -2.71847 -5.05873 -2.33735  0.217
H -2.20017 -5.74723 -3.84398  0.210
H -2.67195 -3.42853 -4.36690  0.257
H -0.91279 -3.64630 -4.38177  0.251
C -0.97336 -0.28767 5.22721  -0.606
C -0.85911 -0.13444 3.69465  -0.392
C -0.44676 1.29624 3.32988  -0.520
C -0.13773 1.35206 1.91083  0.454
N 0.08586 1.22102 0.79583  -0.499
H -1.64637 -1.10516 5.48787  0.219
H -1.40856 0.60857 5.68459  0.194
H -0.02144 -0.48155 5.72084  0.210
H -1.82911 -0.36534 3.26371  0.228
H -0.08815 -0.81997 3.34946  0.240
H 0.43049 1.61020 3.89957  0.250
H -1.22769 2.03382 3.52890  0.246
C 3.80359 1.07687 0.63534  -0.627
C 4.48648 0.51809 -0.60423  -0.367
C 3.75738 -0.69795 -1.19916  -0.550
C 2.36222 -0.44540 -1.44773  0.429
N 1.24493 -0.28327 -1.63585  -0.479
H 3.79574 0.31449 1.41893  0.236
H 2.74558 1.26737 0.44711  0.218
H 4.30795 1.97850 0.97157  0.207
H 5.50340 0.18979 -0.39310  0.209
H 4.53515 1.28709 -1.38266  0.192
H 3.78169 -1.53680 -0.49390  0.297
H 4.26392 -1.03433 -2.10274  0.248

Force components x, y, z for each atom (eV/Å):
-0.41 0.01 0.54
0.12 0.31 -0.16
-0.20 -0.46 0.41
0.00 0.01 -0.05
-0.11 -0.09 0.01
-0.50 -0.03 -0.17
0.10 -0.09 0.33
0.96 -0.33 -0.53
-0.10 0.07 -0.18
-0.07 0.06 0.08
-0.02 0.05 -0.10
0.69 -0.35 -0.21
-0.49 -0.19 -0.11
0.43 0.01 0.41
-0.04 0.38 -0.40
-0.14 -0.37 0.11
-0.12 0.06 0.17
-0.07 0.20 -0.06
-0.28 0.22 0.15
0.05 -0.01 -0.06
0.14 0.09 0.07
-0.08 0.08 -0.04
-0.13 -0.08 -0.06
-0.39 0.14 0.21
-0.01 -0.46 -0.32
0.48 0.35 0.30
-0.15 -0.38 -0.36
0.05 0.26 0.25
0.09 0.08 0.00
0.06 -0.09 -0.08
0.05 0.00 -0.06
0.05 0.23 0.08
0.04 -0.02 0.09
-0.08 -0.05 0.02
-0.18 -0.10 -0.14
-0.33 0.23 -0.03
0.07 0.00 1.21
0.02 0.22 -0.03
0.16 -0.27 0.03
0.01 0.41 -0.19
0.10 -0.09 -0.10
0.05 -0.03 -0.06
0.10 0.07 -0.15
0.12 -0.07 -0.40
-0.25 -0.07 -0.29
0.08 -0.08 -0.07
-0.10 -0.15 0.09
0.00 -0.63 0.05
-0.28 0.15 -0.44
0.83 -0.18 0.61
-0.25 -0.12 -0.44
-0.27 0.19 0.11
0.18 0.26 0.06
0.06 0.28 -0.08
-0.06 0.08 0.12
0.07 0.12 0.06
0.14 0.00 0.08
-0.03 0.15 -0.11
-0.19 0.03 -0.18


Calculated values (g/mol) of molecular weight for the records, taken in order: 118.1 242.3 234.3 431.2.